# 1
C12H24Si | the ωB97M-V functional and the def2-TZVPD basis

Geometry as ORCA input:
```
! RIJCOSX wB97M-V def2-TZVPD def2/J DEFGRID3
* xyz 0 1
H 2.16 1.86 0.46
H -1.40 -2.24 -1.38
C 2.55 -0.24 2.25
H 1.36 2.95 -1.70
H -0.05 -2.06 -2.58
H -0.26 -3.30 0.88
H 3.46 -0.27 1.68
C -3.10 0.72 0.23
H -0.01 -3.44 -1.52
H 0.61 2.13 1.15
H 0.85 2.74 -3.57
H -2.79 0.46 -0.73
C 0.83 0.94 -2.22
H 2.67 -0.98 3.05
C 0.71 2.43 -2.48
H -3.77 3.17 2.49
H -3.25 -0.25 0.69
H 0.15 -1.92 1.75
H 0.21 0.22 -2.89
H 0.58 0.23 2.62
H -2.99 2.90 0.20
C 1.91 -2.05 -0.39
C -0.29 -2.36 -1.53
H -0.27 2.76 -2.36
C -0.29 -2.22 0.85
Si 0.37 0.23 -0.54
H -1.39 -1.94 0.78
H 2.01 -3.17 -0.24
H -3.87 1.37 2.79
C 0.53 -1.68 -0.38
H 2.58 -1.68 0.56
H 2.37 -1.72 -1.28
C 1.21 1.30 0.81
C -3.51 2.21 2.10
C -3.16 1.99 0.83
H 1.83 0.54 -2.28
C 1.43 0.35 1.94
*
```

Summary:
HOMO (spin up / spin down)   -7.634 / -6.417 eV
Energy   -760.906391 hartree
Kohn-Sham gap (spin up / spin down)   7.88 / 6.35 eV


# 2
C12H25B3O22S4 | the ωB97M-V functional and the def2-TZVPD basis

Geometry as ORCA input:
```
! RIJCOSX wB97M-V def2-TZVPD def2/J DEFGRID3
* xyz 0 1
H 0.51 0.41 1.70
O 1.07 3.92 5.99
C 1.54 -0.85 -5.12
O 2.10 4.13 8.22
H 0.29 0.02 0.01
H -2.58 -5.75 -4.81
B 2.79 1.51 1.30
O 3.98 2.55 4.54
H -5.00 -5.00 -3.08
H 4.55 1.78 4.57
O 0.82 -1.57 1.26
H -5.31 0.88 -3.64
O 1.22 0.81 -2.07
H 2.41 -2.52 2.93
H 0.35 3.37 1.95
O 2.29 2.77 0.95
H 0.32 4.46 9.20
H 2.50 0.38 -0.52
H 2.02 -0.37 -5.98
O -0.67 -1.56 2.95
O -2.43 2.83 -6.11
B 3.26 2.46 3.39
O -1.26 -3.14 -3.20
S -2.67 -3.25 -3.23
O -3.11 -4.54 -2.40
O -3.52 -2.16 -2.88
H -3.92 -6.39 -2.87
S -2.43 1.69 -5.27
C -3.48 -5.16 -4.61
H 1.93 -1.16 3.97
C 2.38 0.20 0.55
C 1.21 3.83 9.30
O 0.83 0.15 -4.39
O -3.13 0.48 -6.06
C 1.60 -2.08 3.50
S 1.80 3.18 6.97
H 2.12 -2.08 -3.44
O -3.55 1.86 -4.14
C 0.88 2.37 9.13
H 1.69 4.05 10.25
C 0.92 -0.18 0.87
H -5.00 -0.42 -5.99
O 3.00 -0.22 -3.42
O 2.98 2.48 6.64
C -3.97 -5.36 -3.20
H 3.42 -1.85 -4.64
H -3.88 -0.81 -4.66
O 0.77 2.20 7.71
O 3.61 1.51 2.42
B 1.52 3.20 2.02
H 1.28 -2.81 4.24
H -0.05 2.09 9.61
C 0.46 -1.72 2.57
O 2.18 3.32 3.23
H 3.07 -0.60 0.83
H 0.86 -1.61 -5.47
O -3.13 -3.77 -4.68
O 2.30 2.07 -3.92
C -4.75 1.17 -4.52
S 1.82 0.86 -3.36
C -4.25 -0.02 -5.31
H -4.23 -5.39 -5.36
C 2.57 -1.38 -4.15
H 1.69 1.73 9.49
H -5.35 1.84 -5.14
O -1.25 1.20 -4.65
*
```

Summary:
HOMO   -9.923 eV
Energy   -3795.034840 hartree
Kohn-Sham gap   10.05 eV


# 3
C12H25F3NO2P2Sm | the ωB97M-V functional and the def2-TZVPD basis

Geometry as ORCA input:
```
! RIJCOSX wB97M-V def2-TZVPD def2/J DEFGRID3
* xyz 0 6
C 3.45 -0.47 0.14
O -0.89 3.45 -0.79
H 2.03 2.07 0.57
H -3.62 -2.86 -1.61
C -3.77 0.79 0.58
H 2.34 3.36 -1.27
C 0.17 3.06 2.54
H 4.72 -1.96 -0.75
H 4.26 0.16 0.51
H 1.51 1.30 4.23
H -2.13 -1.16 -3.79
F -4.64 -0.27 0.84
H -1.27 -2.74 -3.91
C -2.62 -3.31 -1.54
N 1.08 -0.83 -0.04
P 0.32 1.28 2.14
P -1.39 -1.95 -1.63
H -2.45 -4.00 -2.37
H 0.86 3.53 -0.75
H 2.68 1.21 2.03
H -0.74 3.19 3.14
C -1.27 -1.75 -3.44
H 0.00 -3.69 -0.66
H 0.53 -3.19 -2.31
F -4.35 1.45 -0.49
H -1.92 -1.06 1.58
H -1.18 2.57 -1.17
C 0.21 -2.82 -1.32
H -0.11 0.51 4.38
H -0.34 -1.22 -3.69
H -1.70 3.99 -0.78
H -1.55 1.12 -1.30
C 2.13 -0.10 0.42
Sm -1.28 0.06 0.26
C 3.70 -1.65 -0.55
C 1.33 -1.97 -0.73
F -3.93 1.65 1.66
H -2.52 -3.82 -0.58
H 1.04 3.35 3.13
H 1.26 -0.38 3.63
O 1.80 3.44 -0.47
C 2.63 -2.41 -0.96
C 0.80 0.60 3.76
H 0.10 3.66 1.63
C 1.93 1.16 1.23
H 2.77 -3.35 -1.50
*
```

Summary:
HOMO (spin up / spin down)   -7.263 / -7.066 eV
⟨S²⟩   8.78
Energy   -2317.615667 hartree
Kohn-Sham gap (spin up / spin down)   7.05 / 6.88 eV


# 4
C12H25F3NO2P2Ti | the ωB97M-V functional and the def2-TZVPD basis

Geometry as ORCA input:
```
! RIJCOSX wB97M-V def2-TZVPD def2/J DEFGRID3
* xyz 0 2
C 2.55 0.60 2.33
H 2.51 -0.12 3.17
C 1.25 2.53 0.72
Ti -0.75 -0.05 0.97
H 0.35 -1.48 1.08
F 0.06 -1.72 3.52
H -0.92 -3.50 -1.28
C 0.13 1.24 -3.21
H 3.29 1.38 2.58
H 2.34 2.77 0.72
H 2.89 -1.86 -0.24
P -1.93 -1.37 -0.71
H -0.19 0.84 -4.15
H 2.07 3.54 -1.63
H 0.69 3.46 0.97
H -3.75 0.20 -1.06
H 1.35 2.83 -3.97
H -1.61 -0.83 -3.10
H 1.22 -2.35 -3.31
C -1.91 -3.16 -0.92
H -0.25 2.97 3.27
C 0.85 2.04 -0.68
C -0.99 -0.73 -2.20
O 2.12 -1.28 -0.43
H -2.11 -3.59 0.07
H -2.70 -3.47 -1.62
H 1.51 -1.84 -1.66
C 0.97 2.33 -3.09
H -4.07 -1.38 -1.87
C -3.64 -0.89 -0.98
F -1.63 -0.42 3.92
H -0.12 -1.60 -2.37
H 2.92 0.05 1.46
C 1.35 2.71 -1.79
H -4.21 -1.22 -0.10
F -1.92 -2.24 2.66
H -2.05 0.80 1.34
N 0.02 0.99 -0.82
C -0.31 0.57 -2.08
P 0.93 1.32 2.01
H 1.44 2.83 3.82
C 0.56 2.28 3.49
O 0.98 -2.32 -2.39
C -1.07 -1.17 2.92
H 0.23 1.61 4.29
H 1.55 -1.29 0.34
*
```

Summary:
HOMO (spin up / spin down)   -6.700 / -7.599 eV
⟨S²⟩   0.75
Energy   -2509.145593 hartree
Kohn-Sham gap (spin up / spin down)   6.75 / 7.69 eV


# 5
C12H25FeGeN2O3 | the ωB97M-V functional and the def2-TZVPD basis

Geometry as ORCA input:
```
! RIJCOSX wB97M-V def2-TZVPD def2/J DEFGRID3
* xyz 1 5
O 1.97 3.14 -3.82
H -0.31 -2.29 2.20
C -1.41 -1.96 -1.44
H 1.71 -1.43 1.02
H 3.50 1.80 -0.92
H -1.30 -4.64 -2.21
H -0.57 3.34 -3.96
C -0.36 -4.23 -1.82
C 2.93 2.70 -1.15
H -0.75 1.59 0.82
N 1.62 2.38 -1.68
O 3.54 4.22 0.65
H -2.24 -1.20 0.42
C -1.71 -0.83 -0.46
H 0.19 -5.05 -1.36
H 3.51 3.28 -1.87
C -0.62 -3.11 -0.83
H -1.41 -0.10 2.72
H -0.73 -1.69 5.25
C -1.43 -1.26 4.53
C 2.74 3.48 0.16
C 0.26 -1.47 2.65
H -0.88 -1.58 -2.32
N -0.95 3.15 -1.84
C -0.68 -0.54 3.42
H 0.22 -3.87 -2.67
Ge -0.17 0.08 0.31
H -2.37 -2.34 -1.81
H -1.94 2.92 -1.86
H -0.89 4.16 -1.77
H -1.17 -3.51 0.04
C 1.06 -0.74 1.56
Fe 0.34 2.32 -0.32
H -0.11 0.29 3.82
H 1.69 0.05 1.98
C -0.28 2.72 -3.11
H 0.97 -1.94 3.34
C 1.24 2.76 -2.94
H -2.35 -0.06 -0.91
H -2.03 -2.08 4.13
O 1.54 3.20 0.74
H 0.33 -2.74 -0.44
H -2.09 -0.58 5.06
H -0.58 1.69 -3.32
*
```

Summary:
HOMO (spin up / spin down)   -12.319 / -12.666 eV
⟨S²⟩   6.19
Energy   -4147.820290 hartree
Kohn-Sham gap (spin up / spin down)   6.52 / 7.24 eV


# 6
C12H25HoN3OP2 | the ωB97M-V functional and the def2-TZVPD basis

Geometry as ORCA input:
```
! RIJCOSX wB97M-V def2-TZVPD def2/J DEFGRID3
* xyz 2 6
H -2.96 -4.86 0.87
H 1.46 1.82 3.63
H -2.42 2.25 0.28
H 3.69 -0.48 -2.55
H -4.61 -2.58 2.14
C -4.49 -3.45 1.49
N -0.66 0.87 -1.69
C -1.35 2.49 0.13
C -1.98 -3.05 1.16
H 1.51 -2.36 -3.05
C -3.05 -3.99 1.54
N -1.12 -2.32 0.85
C 0.50 1.33 3.46
H 4.66 -0.02 -1.11
H 4.68 0.99 -2.57
O 1.98 0.22 -0.75
H 2.37 1.67 -2.15
H 2.38 2.80 0.07
H -2.03 2.39 -1.90
H -0.58 -2.96 -2.87
C 3.26 2.26 -0.31
C -0.36 2.01 2.37
P 0.63 -0.56 3.10
H -5.19 -4.23 1.83
H -4.78 -3.18 0.47
Ho 0.13 -0.28 0.14
H -2.82 -4.34 2.56
H -0.92 1.32 -3.75
H 1.86 -0.82 3.76
C 2.87 1.16 -1.30
H -1.06 2.75 2.83
C 4.04 0.37 -1.93
C -0.56 0.57 -3.00
N -0.52 1.69 1.12
H 0.04 1.28 4.50
C -1.07 2.21 -1.38
H -0.02 -1.15 4.23
H -1.25 3.58 0.26
H 0.19 -0.64 -4.55
C -0.04 -0.64 -3.48
P 0.32 -1.97 -2.35
H 3.92 2.97 -0.85
H 3.79 1.89 0.58
H -0.43 3.01 -1.80
*
```

Summary:
HOMO (spin up / spin down)   -14.925 / -14.976 eV
⟨S²⟩   8.78
Energy   -2341.937712 hartree
Kohn-Sham gap (spin up / spin down)   8.50 / 6.73 eV


# 7
C12H25N5O3 | the ωB97M-V functional and the def2-TZVPD basis

Geometry as ORCA input:
```
! RIJCOSX wB97M-V def2-TZVPD def2/J DEFGRID3
* xyz 0 1
H 2.03 -0.76 2.04
N -6.10 -2.44 -0.49
H 7.33 -1.87 -0.14
H 0.96 3.68 -0.71
C -0.52 1.42 -0.14
H 3.41 1.34 0.21
C 4.91 -0.28 -1.44
H 3.38 -1.78 -0.76
H -2.82 -1.37 -0.93
H -5.59 -1.21 1.62
H 1.33 1.45 1.04
C 1.76 0.33 -0.43
N 2.68 0.11 1.76
H 6.11 -3.23 1.45
N -5.00 -0.92 0.67
H 5.37 -3.21 -0.85
N 1.01 1.36 0.13
H -0.80 -0.53 0.44
O 1.34 -0.24 -1.41
C -4.91 -1.76 -0.42
H -5.93 -2.63 -1.63
C 6.03 -2.50 0.21
H 5.82 0.37 -1.15
O -0.11 3.85 -0.71
H -2.83 -0.31 -0.75
C 3.95 -0.92 -0.30
H 5.65 -0.85 1.59
C -0.91 2.86 -0.07
C 4.95 -1.55 0.79
H -3.14 -1.51 1.57
H -3.68 -0.03 2.14
H 5.45 -1.02 -1.89
C -2.80 0.19 0.13
O -1.99 3.31 0.32
C -1.39 0.44 0.54
H 3.42 0.06 2.50
H 4.27 0.23 -2.27
H 4.10 -2.18 1.55
H -3.26 1.16 -0.01
H -0.59 1.24 -1.26
C -3.60 -0.62 1.19
H -7.12 -1.79 -0.26
H -1.54 0.73 1.66
N -3.79 -2.14 -1.10
C 3.03 0.20 0.35
*
```

Summary:
HOMO   -8.639 eV
Energy   -971.351912 hartree
Kohn-Sham gap   8.93 eV


# 8
C12H25N6O3S | the ωB97M-V functional and the def2-TZVPD basis

Geometry as ORCA input:
```
! RIJCOSX wB97M-V def2-TZVPD def2/J DEFGRID3
* xyz 1 1
O 2.83 1.38 0.62
H -3.27 0.74 1.35
H 0.60 -0.09 3.55
C 2.76 1.46 -2.21
H 4.52 0.10 1.92
H 2.36 2.43 -1.81
H 4.74 0.84 -1.78
N 0.82 0.63 -0.98
C -0.22 -0.62 0.95
H 5.52 1.50 1.20
C 4.91 0.55 0.94
C 1.50 0.54 -2.21
H -4.28 1.38 -0.02
H -1.63 1.54 -0.27
H -6.69 -1.74 1.49
N -5.87 -2.22 1.75
H 1.86 -0.25 1.04
N -3.69 -1.95 2.11
H -1.63 0.87 -1.81
H 3.47 -0.53 -4.49
H 5.61 -0.24 0.63
C -4.76 -1.54 1.59
H -2.65 -1.20 -0.41
C 1.21 -0.84 3.01
C 3.81 1.07 0.00
C -1.63 0.56 -0.78
C -0.38 -0.15 -0.53
H -3.56 -2.82 2.51
C -3.83 0.47 0.50
H -0.37 -1.03 -1.13
O 1.25 -0.28 -3.14
H 1.23 1.41 -0.40
H 0.82 -1.77 3.38
H -5.81 -3.13 2.22
H 2.52 1.81 -4.25
C 3.39 1.71 -3.58
C -2.91 -0.18 -0.54
N 3.89 1.05 -1.34
H -3.00 -1.28 2.23
N 1.02 -0.55 1.57
H 2.27 -0.69 3.26
H -5.82 -0.17 0.63
H -3.49 -0.36 -1.56
S 4.48 0.39 -4.22
O -1.13 -1.07 1.63
H 4.08 2.62 -3.55
N -4.88 -0.38 0.95
*
```

Summary:
HOMO   -11.220 eV
Energy   -1424.510374 hartree
Kohn-Sham gap   8.65 eV
SMILES   CNC(=O)[C@@H](CCCNC(N)=[NH2+])NC(=O)[C@H](CS)NC(C)=O